C40H36BaClN3Si2 | ωB97M-V/def2-TZVPD

Last column: Mulliken charge in e.
Element x y z (Å)
C -1.11051 -0.14225 0.67920  -0.03
C -1.73122 0.33876 -0.49714  -1.12
C -2.01222 -0.78314 -1.33354  -0.42
H -2.04196 1.36674 -0.68564  0.45
C -1.49071 -1.94360 -0.68817  -0.65
C -0.94000 -1.54248 0.55794  -0.77
H -0.56282 -2.21177 1.33395  0.51
H -0.92074 0.44980 1.57758  0.55
H -2.58381 -0.76667 -2.26727  0.40
H -1.57660 -2.96243 -1.06553  0.49
Ba 0.85279 -0.44350 -1.93071  1.08
Si 3.24431 3.07389 -4.75876  0.58
C 1.43115 3.56406 -4.68667  1.03
C 1.18164 4.86003 -5.14838  -0.81
H 2.01472 5.44504 -5.54478  0.35
C -0.09995 5.40991 -5.10790  -0.75
H -0.24801 6.45607 -5.42118  0.40
C -1.17987 4.62078 -4.67661  -0.80
H -2.20417 5.01061 -4.69715  0.43
C -0.96024 3.31426 -4.21359  -0.08
H -1.81086 2.70205 -3.87137  0.37
C 0.33807 2.79403 -4.24414  0.42
H 0.49283 1.73792 -3.97317  -0.41
C -0.30447 -1.45339 -4.55802  1.25
C -1.68275 -1.48978 -4.84270  -1.25
H -2.18060 -0.60664 -5.25664  0.33
C -2.39576 -2.67651 -4.60756  -0.57
H -3.43869 -2.75620 -4.93670  0.37
C -1.79265 -3.76733 -3.97185  -0.43
H -2.32713 -4.72044 -3.87266  0.35
C -0.47971 -3.65643 -3.49067  -1.14
H -0.01600 -4.46048 -2.91009  0.45
C 0.27659 -2.52555 -3.79023  -0.83
H 1.33691 -2.48593 -3.46789  0.97
H 3.39157 2.07956 -5.85436  -0.12
Si 0.95925 -0.52397 -5.54533  0.11
C 1.32014 -1.77164 -6.94193  0.54
C 0.70211 -1.67858 -8.20661  -0.22
H 0.27130 -0.73086 -8.53482  0.17
C 0.63149 -2.79490 -9.05517  -0.63
H 0.13498 -2.70690 -10.01960  0.39
C 1.23928 -3.99123 -8.68447  -0.50
H 1.18121 -4.85975 -9.33588  0.37
C 1.98807 -4.04500 -7.50911  -0.51
H 2.53570 -4.95157 -7.25342  0.39
C 2.07801 -2.92814 -6.67074  -0.39
H 2.72609 -2.94770 -5.79235  0.28
C 0.42107 0.91945 -6.67718  1.12
C -0.90172 1.35968 -6.83076  -0.03
H -1.71192 0.86545 -6.30289  -0.03
C -1.20107 2.44509 -7.65712  -0.71
H -2.24164 2.74798 -7.74567  0.37
C -0.21117 3.13020 -8.35912  -0.63
H -0.45366 4.00076 -8.97530  0.35
C 1.08984 2.63889 -8.28877  -0.68
H 1.89593 3.11365 -8.85101  0.40
C 1.38469 1.52568 -7.50881  -0.87
H 2.40802 1.15022 -7.55423  0.59
H 4.16412 4.15376 -4.82772  -0.22
Cl 3.52538 2.00670 -2.95297  -0.22
C 1.09609 -2.02947 5.08430  -0.39
C 1.01241 -0.63543 5.22924  -0.58
C 1.31049 0.19151 4.14919  -0.18
C 1.62149 -0.38248 2.89968  0.26
C 1.74528 -1.78151 2.76591  -0.36
C 1.48202 -2.59492 3.85725  -0.51
N 1.76426 0.39104 1.74407  0.00
N 1.87806 1.64863 2.02325  -0.47
C 1.44176 2.53786 1.06658  0.12
C 1.45281 3.89897 1.45648  -0.26
C 1.00614 4.86198 0.56753  -0.76
C 0.57123 4.42946 -0.69152  -0.47
C 0.54329 3.05992 -0.96140  -0.22
N 1.02218 2.09635 -0.14913  0.48
H 0.87096 -2.67700 5.93703  0.36
H 0.72956 -0.18418 6.18092  0.36
H 1.29055 1.27884 4.22486  0.42
H 2.04526 -2.16327 1.78859  0.40
H 1.57615 -3.67626 3.76511  0.37
H 1.81612 4.07813 2.46258  0.48
H 0.98428 5.91348 0.84878  0.40
H 0.25241 5.12488 -1.46700  0.47
H 0.11888 2.71935 -1.90773  0.03

Atoms 1-3, force components in eV/Å:
0.1 0.0 -0.1
-0.3 -0.5 -0.1
0.2 0.0 0.1

The calculation puts the gap between HOMO and LUMO at 4.35 eV.

***

C40H36BrCdCl6N5O6 | ωB97M-V/def2-TZVPD

Last column: Mulliken charge in e.
Element x y z (Å)
Cd 0.70264 -1.43787 -0.35224  3.37
O -5.57802 -0.30285 -0.70275  -0.96
C -5.15407 -0.70696 -1.85776  0.51
C -6.05192 -1.00376 -2.92038  -0.62
C -5.60772 -1.39710 -4.16950  -0.26
C -4.24587 -1.53558 -4.43967  -0.72
C -3.34343 -1.27804 -3.41507  -0.45
C -3.76436 -0.87367 -2.15348  -0.59
C -2.71567 -0.64647 -1.08511  0.80
O -3.23158 -0.33887 0.16904  -0.61
N -1.85379 0.46274 -1.58359  -0.19
N -0.83528 0.89990 -0.92100  0.42
C -0.27626 2.00963 -1.28993  -1.11
C 0.73586 2.70567 -0.53916  0.37
Br 1.14670 2.05487 1.20598  -0.04
C 1.35611 3.84201 -0.89334  -1.09
C 1.34400 4.49203 -2.20996  0.49
C 1.24315 3.78092 -3.41194  -0.29
C 1.34392 4.42743 -4.63538  -0.79
C 1.53876 5.80038 -4.69538  -0.36
C 1.62428 6.52386 -3.51105  -0.53
C 1.53109 5.87757 -2.28902  -0.44
H -4.24728 -0.28830 0.02987  0.56
H -7.11244 -0.89922 -2.71574  0.37
H -6.33140 -1.60622 -4.95209  0.33
H -3.89734 -1.85297 -5.41561  0.40
H -2.27640 -1.40831 -3.58721  0.22
H -2.06941 -1.52566 -1.01330  -0.21
H -2.16713 0.95539 -2.41023  0.54
H -0.64375 2.52694 -2.17684  0.68
H 1.95757 4.33739 -0.14009  0.37
H 1.12144 2.70454 -3.38362  0.51
H 1.27841 3.85108 -5.55092  0.40
H 1.63420 6.30043 -5.65146  0.36
H 1.76127 7.59849 -3.54193  0.35
H 1.60038 6.44707 -1.36782  0.38
N 2.65412 -0.24343 -1.46642  -0.36
C 3.73763 0.73208 -1.37519  -0.45
C 4.89407 0.21035 -0.53096  -1.11
C 4.59364 -0.06279 0.95384  -0.25
C 4.06093 -1.46524 1.29893  -1.12
N 2.60337 -1.51143 1.40301  -0.30
H 3.02304 -1.17120 -1.66634  -0.01
H 2.01748 -0.03471 -2.23079  0.11
H 3.34902 1.65650 -0.93961  0.17
H 4.13835 0.99293 -2.36311  0.31
H 5.69553 0.95209 -0.59503  0.41
H 5.27673 -0.70615 -0.99646  0.41
H 3.87598 0.67751 1.31671  0.18
H 5.52171 0.08727 1.51255  0.31
H 4.53754 -1.79655 2.22881  0.52
H 4.35440 -2.17714 0.52358  0.42
H 2.26247 -0.99494 2.20577  0.00
H 2.29708 -2.47520 1.50480  0.21
Cl 2.29556 -6.75662 -4.54199  -0.26
C 1.75354 -5.21062 -3.95984  0.30
C 1.09910 -4.33794 -4.80667  0.17
Cl 0.81895 -4.76730 -6.46732  -0.26
C 0.65516 -3.09951 -4.30615  0.27
Cl -0.10362 -1.95449 -5.37817  -0.24
C 0.82484 -2.71281 -2.97605  -0.85
O 0.39650 -1.55670 -2.52561  -0.46
C 1.56471 -3.60872 -2.09828  -0.22
O 1.85285 -3.23532 -0.88379  -0.89
C 1.98108 -4.83391 -2.62563  0.29
Cl 2.87015 -5.88937 -1.56205  -0.26
Cl -2.36797 2.02150 2.03736  -0.09
C -2.35297 2.32000 3.73582  0.45
C -2.68359 3.57364 4.20065  -0.56
C -2.77485 3.81458 5.56433  -0.53
C -2.62298 2.75544 6.43638  -0.52
C -2.30641 1.48906 5.96197  0.35
Cl -2.46180 0.19312 7.11979  -0.22
C -2.03597 1.24143 4.59876  0.01
N -1.62287 0.05284 4.03827  0.25
C -0.72844 -0.91635 4.55082  0.34
C 0.27152 -0.60370 5.46587  -0.26
C 1.10057 -1.59051 5.98101  -0.72
C 0.94077 -2.90658 5.57971  -0.69
C -0.00825 -3.20771 4.60874  -0.46
C -0.82766 -2.23111 4.05875  0.33
C -1.69430 -2.56197 2.86794  -1.80
C -0.93504 -2.18888 1.58304  1.08
O -0.87034 -3.01930 0.65968  -0.66
O -0.33551 -1.06184 1.56393  -0.62
H -2.87427 4.36091 3.48158  0.41
H -3.01833 4.80330 5.93296  0.35
H -2.78163 2.88396 7.49934  0.38
H -1.64822 0.03617 3.02329  -0.54
H 0.41789 0.42948 5.75576  0.53
H 1.87524 -1.32241 6.69087  0.40
H 1.56420 -3.68923 5.99578  0.39
H -0.10369 -4.22535 4.24460  0.38
H -2.64568 -2.02526 2.88871  0.30
H -1.88800 -3.62840 2.79939  0.48

Atoms 1-3, force components in eV/Å:
0.3 0.4 0.0
0.1 -0.1 -0.2
0.0 0.2 0.2

The total charge is -2. The calculation puts the gap between HOMO and LUMO at 5.74 eV.

***

C40H36Cl5FN2O4TeV | ωB97M-V/def2-TZVPD

Last column: Mulliken spin population.
Element x y z (Å)
V 0.02528 0.08229 0.59746  2.01
C 5.40565 -2.47480 4.97943  0.00
C 5.85995 -1.28310 4.14810  0.00
C 7.15709 -1.60827 3.42502  0.00
C 7.63616 -0.41552 2.61726  0.00
C 6.55264 0.03922 1.67904  0.00
C 6.85426 0.69567 0.51536  0.00
C 5.84042 1.13384 -0.33575  0.00
F 6.19551 1.78223 -1.46092  0.00
C 4.52549 0.91988 -0.05575  0.00
C 4.19800 0.23631 1.11820  0.00
C 2.77312 -0.00437 1.40854  -0.06
O 1.93382 0.32609 0.55371  0.01
C 2.48626 -0.63368 2.64576  0.06
C 3.53700 -1.02724 3.43080  0.00
N 4.83241 -0.86834 3.15473  0.01
C 5.19463 -0.20477 1.98862  0.00
C 1.09054 -0.96181 3.17097  0.01
O 1.03414 -1.46161 4.29185  0.02
O 0.11375 -0.71450 2.39207  -0.01
H 6.25517 -2.82248 5.56779  0.00
H 5.07523 -3.28826 4.32878  0.00
H 4.60605 -2.23505 5.67730  0.00
H 6.03323 -0.42667 4.80850  0.00
H 6.98435 -2.46685 2.76809  0.00
H 7.90046 -1.89823 4.16836  0.00
H 8.53454 -0.65977 2.04932  0.00
H 7.90210 0.40318 3.29429  0.00
H 7.88715 0.88634 0.25068  0.00
H 3.73749 1.25850 -0.71591  0.00
H 3.28130 -1.51568 4.35904  0.00
Cl -3.04903 0.38981 1.32276  0.00
C -2.30094 1.95191 1.10788  -0.02
C -0.93507 1.98552 0.84121  -0.03
C -0.40048 3.25836 0.70674  -0.04
Cl 1.31714 3.41957 0.39075  0.00
C -1.14862 4.43042 0.80668  -0.01
Cl -0.41572 5.98914 0.62104  0.00
C -2.51278 4.34098 1.06036  0.02
Cl -3.47342 5.77332 1.18598  0.00
C -3.09813 3.08665 1.21650  -0.01
Cl -4.79166 2.96784 1.54348  0.00
C -1.94275 -2.61032 -1.17729  0.00
C -1.29969 -1.32774 -1.72163  0.04
O -1.41721 -1.11129 -2.94139  0.02
N -0.63929 -0.57277 -0.85832  -0.02
Te 1.87486 -3.00151 -0.42578  0.01
C 3.57938 -3.79094 0.57981  0.00
C 4.89341 -3.55406 0.15494  0.00
C 5.22999 -2.70477 -1.04056  0.00
C 5.94800 -4.13579 0.86120  0.00
C 5.74374 -4.91775 1.98652  0.00
C 6.89538 -5.55486 2.71660  0.00
C 4.43694 -5.09202 2.42673  0.00
C 3.35448 -4.54173 1.74840  0.00
C 1.96987 -4.75225 2.30159  0.00
C 2.51134 -3.30872 -2.42227  0.00
C 2.83021 -4.59534 -2.87097  0.00
C 2.73222 -5.81506 -1.99386  0.00
C 3.26566 -4.76044 -4.18369  0.00
C 3.37025 -3.69060 -5.05849  0.00
C 3.85307 -3.88353 -6.47106  0.00
C 3.02131 -2.42921 -4.59664  0.00
C 2.59230 -2.20768 -3.29148  0.00
C 2.22626 -0.80922 -2.88596  0.01
H -2.98909 -2.64128 -1.48650  0.00
H -1.87468 -2.67324 -0.09124  0.00
H -1.44756 -3.47697 -1.62395  0.00
H 4.57941 -1.82994 -1.09543  0.00
H 5.10052 -3.25027 -1.97712  0.00
H 6.26635 -2.36816 -0.98191  0.00
H 6.96251 -3.96540 0.51053  0.00
H 7.85042 -5.15673 2.37077  0.00
H 6.90987 -6.63528 2.55902  0.00
H 6.82497 -5.38540 3.79392  0.00
H 4.24938 -5.67919 3.32117  0.00
H 1.99525 -5.42483 3.15872  0.00
H 1.30221 -5.16889 1.54534  0.00
H 1.52377 -3.80993 2.63342  0.00
H 1.81196 -5.80176 -1.40725  0.00
H 3.56118 -5.86805 -1.28394  0.00
H 2.74853 -6.71985 -2.60169  0.00
H 3.51576 -5.75848 -4.52982  0.00
H 3.87980 -4.94016 -6.73787  0.00
H 4.86054 -3.48039 -6.59757  0.00
H 3.20420 -3.36858 -7.18075  0.00
H 3.07954 -1.58174 -5.27173  0.00
H 2.63057 -0.09115 -3.60045  0.00
H 2.59979 -0.56503 -1.88962  0.00
H 1.14216 -0.66833 -2.85038  -0.01

Atoms 1-3, force components in eV/Å:
-1.4 0.4 0.1
0.0 0.0 0.0
0.0 -0.1 0.0

The total charge is -1. The calculation puts the gap between HOMO and LUMO (spin up / spin down) at 5.64 / 6.89 eV. As for the spin multiplicity: 3.

***

| no. | molar mass (u) | E (Ha) |
| --- | --- | --- |
| 1 | 787.7 | -2774.725229 |
| 2 | 1087.8 | -7774.152620 |
| 3 | 983.5 | -5569.378324 |